DFT (ωB97M-V/def2-TZVPD) results for a structure of composition C37H36FN3O5S2 in a non-equilibrium geometry.

Calculated values
LUMO level: -0.0118 hartree
E_tot: -78042.4403 eV
HOMO-LUMO gap: 6.33 eV
HOMO energy: -0.2443 Ha

Positions of all 84 atoms, in Å:
1 C -2.426 -5.159 1.699
2 N -2.099 -3.911 1.043
3 C -3.083 -2.982 0.806
4 O -4.239 -3.083 1.126
5 C -2.407 -1.817 0.067
6 C -2.768 -0.440 0.640
7 C -4.229 -0.169 0.614
8 C -5.068 -0.030 -0.485
9 N -6.370 0.112 -0.035
10 C -6.387 0.099 1.358
11 C -7.456 0.114 2.248
12 C -7.167 -0.016 3.615
13 C -5.840 -0.173 4.062
14 C -4.768 -0.196 3.160
15 C -5.043 -0.064 1.801
16 N -0.976 -2.136 0.181
17 C -0.034 -1.234 -0.174
18 C 1.354 -1.437 -0.150
19 C 2.338 -0.470 -0.524
20 C 3.659 -0.990 -0.876
21 C 4.531 -0.410 -1.824
22 C 5.765 -0.957 -2.185
23 C 6.197 -2.166 -1.627
24 C 5.309 -2.845 -0.778
25 C 4.082 -2.267 -0.421
26 C -0.739 -3.507 0.708
27 C 0.136 -3.482 1.969
28 C -0.176 -4.484 -0.338
29 H -3.507 -5.209 1.840
30 H -2.101 -6.010 1.093
31 H -1.935 -5.227 2.676
32 H -2.717 -1.868 -0.995
33 H -2.417 -0.387 1.685
34 H -2.227 0.341 0.088
35 H -4.808 -0.050 -1.538
36 H -7.187 0.212 -0.625
37 H -8.471 0.223 1.862
38 H -7.977 0.003 4.346
39 H -5.644 -0.282 5.130
40 H -3.730 -0.324 3.475
41 H -0.445 -0.294 -0.561
42 H 1.674 -2.482 -0.082
43 H 1.740 0.279 -1.386
44 H 4.276 0.502 -2.360
45 H 6.409 -0.424 -2.901
46 H 7.177 -2.586 -1.850
47 H 5.575 -3.832 -0.363
48 H 3.425 -2.873 0.238
49 H -0.388 -2.931 2.764
50 H 0.318 -4.514 2.302
51 H 1.094 -2.998 1.772
52 H -0.967 -4.751 -1.052
53 H 0.669 -4.056 -0.882
54 H 0.157 -5.400 0.171
55 F 2.937 1.889 -1.867
56 C 2.287 1.374 -0.744
57 S 3.415 1.720 0.731
58 C 3.875 3.498 0.712
59 C 3.259 4.383 1.598
60 C 3.708 5.701 1.711
61 C 4.762 6.159 0.920
62 C 5.379 5.276 0.035
63 C 4.948 3.946 -0.066
64 O 2.642 1.494 1.930
65 O 4.674 1.042 0.494
66 S 0.764 2.411 -0.510
67 C 0.030 2.550 -2.144
68 C 0.599 3.399 -3.103
69 C 0.128 3.328 -4.416
70 C -0.930 2.476 -4.748
71 C -1.589 1.764 -3.745
72 C -1.138 1.834 -2.426
73 O -0.149 1.685 0.349
74 O 1.283 3.722 -0.188
75 H 2.431 4.051 2.219
76 H 3.225 6.366 2.425
77 H 5.101 7.194 1.000
78 H 6.211 5.619 -0.577
79 H 5.450 3.261 -0.746
80 H 1.386 4.100 -2.822
81 H 0.602 3.939 -5.181
82 H -1.248 2.375 -5.786
83 H -2.454 1.141 -3.966
84 H -1.676 1.340 -1.616



DFT (ωB97M-V/def2-TZVPD) results for a structure of composition C37H36O17V in a non-equilibrium geometry.

Calculated values
LUMO level: -0.0044 hartree
E_tot: -99451.2993 eV
Net charge: -1
HOMO-LUMO gap: 5.71 eV
ΔE to the lowest compared entry with this formula, charge and spin: 1.6 kcal/mol
HOMO energy: -0.2142 Ha

Positions of all 91 atoms, in Å:
1 O 3.306 11.228 20.927
2 V 3.030 9.751 20.549
3 O 4.412 8.989 20.378
4 C 0.619 8.623 20.875
5 O 0.770 9.824 21.237
6 O -0.124 7.759 21.421
7 O 1.546 8.274 20.011
8 C 2.188 13.382 24.317
9 C 1.442 12.385 23.702
10 C 0.125 12.641 23.342
11 C -0.424 13.902 23.569
12 C 0.321 14.889 24.199
13 C 1.636 14.629 24.595
14 O 2.340 15.569 25.275
15 O -0.640 11.671 22.780
16 H 3.167 13.196 24.749
17 H 1.864 11.400 23.553
18 H -1.457 14.111 23.327
19 H -0.054 15.883 24.406
20 H 3.113 15.221 25.722
21 H -0.124 11.050 22.233
22 C 0.208 2.888 19.534
23 C -0.569 3.927 20.046
24 C -0.824 5.073 19.297
25 C -0.341 5.132 17.996
26 C 0.431 4.107 17.482
27 C 0.740 3.019 18.259
28 O 1.616 2.044 17.827
29 O -1.562 6.098 19.824
30 H 0.416 2.029 20.157
31 H -0.967 3.745 21.037
32 H -0.527 6.038 17.434
33 H 0.863 4.186 16.490
34 H 2.148 1.664 18.525
35 H -1.010 6.655 20.423
36 C 2.045 7.206 15.153
37 C 1.973 7.197 16.556
38 C 2.842 6.415 17.282
39 C 3.747 5.601 16.635
40 C 3.904 5.671 15.245
41 C 3.010 6.453 14.504
42 O 3.139 6.467 13.140
43 O 2.786 6.382 18.642
44 H 1.398 7.876 14.598
45 H 1.275 7.876 17.036
46 H 4.494 5.059 17.201
47 H 4.742 5.168 14.786
48 H 2.783 7.293 12.796
49 H 2.074 6.949 18.992
50 C 2.539 3.190 23.812
51 C 1.982 4.451 24.088
52 C 1.842 5.401 23.093
53 C 2.173 5.071 21.769
54 C 2.668 3.814 21.500
55 C 2.847 2.863 22.508
56 O 3.387 1.654 22.143
57 O 1.439 6.662 23.424
58 H 2.675 2.476 24.616
59 H 1.765 4.756 25.104
60 H 2.091 5.802 20.978
61 H 3.022 3.612 20.496
62 H 3.830 1.240 22.888
63 H 0.781 6.970 22.760
64 C -2.032 8.422 17.496
65 C -1.551 9.367 18.396
66 C -0.788 10.450 17.981
67 C -0.559 10.619 16.630
68 C -1.201 9.783 15.704
69 C -1.901 8.688 16.127
70 O -2.571 7.905 15.216
71 O -0.199 11.226 18.941
72 H -2.518 7.526 17.856
73 H -1.767 9.208 19.448
74 H -0.013 11.491 16.293
75 H -0.998 9.996 14.663
76 H -2.768 7.042 15.592
77 H -0.143 10.743 19.777
78 C -3.748 5.701 25.641
79 C -3.585 6.738 24.705
80 C -2.661 6.681 23.671
81 C -1.840 5.548 23.599
82 C -1.957 4.522 24.509
83 C -2.957 4.599 25.490
84 O -2.953 3.541 26.410
85 O -2.476 7.763 22.895
86 H -4.430 5.872 26.460
87 H -4.161 7.657 24.726
88 H -1.082 5.535 22.820
89 H -1.256 3.703 24.431
90 H -2.064 3.295 26.660
91 H -1.601 7.760 22.456



DFT (ωB97M-V/def2-TZVPD) results for a cluster of 2 separate species, C37H37BF8O2 in total in a non-equilibrium geometry.

Calculated values
LUMO level: -0.1469 hartree
E_tot: -65481.1521 eV
HOMO-LUMO gap: 2.40 eV
HOMO energy: -0.2349 Ha

Positions of all 85 atoms, in Å:
1 C -0.212 1.415 -7.384
2 C -0.100 0.512 -6.207
3 C 0.793 -0.556 -6.261
4 F 1.461 -0.771 -7.442
5 C 1.052 -1.382 -5.184
6 C 0.303 -1.230 -3.970
7 C 0.437 -2.158 -2.893
8 C 0.659 -3.545 -3.101
9 C 0.551 -4.158 -4.399
10 C 0.881 -5.486 -4.559
11 F 0.921 -6.021 -5.824
12 C 1.173 -6.336 -3.495
13 C 1.376 -7.780 -3.777
14 C 1.196 -5.770 -2.210
15 C 0.977 -4.418 -2.010
16 C -0.591 -0.120 -3.906
17 C -0.805 0.698 -5.007
18 H -0.977 2.174 -7.210
19 H 0.728 1.939 -7.603
20 H -0.482 0.848 -8.280
21 H 1.817 -2.150 -5.267
22 H 0.278 -1.820 -1.871
23 H 0.222 -3.597 -5.272
24 H 1.541 -8.331 -2.848
25 H 0.487 -8.196 -4.270
26 H 2.229 -7.962 -4.441
27 H 1.393 -6.440 -1.366
28 H 1.052 -3.989 -1.006
29 H -1.125 0.062 -2.968
30 H -1.519 1.523 -4.955
31 C 0.146 0.983 5.784
32 C 0.156 1.797 4.503
33 C -0.788 2.979 4.727
34 C 1.592 2.277 3.980
35 C 2.024 3.641 4.500
36 C 2.691 1.290 4.363
37 O 1.445 2.318 2.572
38 B 0.273 1.557 2.244
39 C -0.892 2.475 1.565
40 C -2.227 2.112 1.693
41 C -3.205 2.852 1.035
42 C -4.645 2.408 1.057
43 F -5.446 3.356 1.648
44 F -5.135 2.201 -0.210
45 F -4.816 1.240 1.747
46 C -2.893 4.010 0.333
47 C -1.565 4.397 0.290
48 C -1.175 5.647 -0.457
49 F -0.242 5.388 -1.432
50 F -2.241 6.246 -1.067
51 F -0.614 6.569 0.395
52 C -0.564 3.656 0.925
53 C 0.804 0.210 1.045
54 C 0.122 0.399 -0.280
55 C 0.590 -1.060 1.761
56 C 1.648 -1.864 2.237
57 C 1.381 -3.032 2.966
58 C 0.059 -3.434 3.186
59 C -0.997 -2.634 2.735
60 C -0.732 -1.490 1.984
61 O -0.302 0.999 3.439
62 H 0.545 1.592 6.607
63 H -0.896 0.728 6.025
64 H 0.727 0.058 5.700
65 H -0.536 3.476 5.676
66 H -0.743 3.711 3.910
67 H -1.816 2.598 4.802
68 H 2.138 3.605 5.594
69 H 2.998 3.899 4.064
70 H 1.302 4.424 4.241
71 H 2.873 1.347 5.447
72 H 2.435 0.257 4.093
73 H 3.623 1.568 3.853
74 H -2.530 1.240 2.263
75 H -3.667 4.593 -0.149
76 H 0.469 3.990 0.867
77 H 1.869 0.475 0.996
78 H 0.305 1.414 -0.643
79 H 0.549 -0.290 -1.018
80 H -0.960 0.215 -0.228
81 H 2.683 -1.573 2.024
82 H 2.206 -3.634 3.353
83 H -0.157 -4.356 3.733
84 H -2.036 -2.889 2.952
85 H -1.545 -0.894 1.556



DFT (ωB97M-V/def2-TZVPD) results for a structure of composition C37H37BN5O6STa in a non-equilibrium geometry.

Calculated values
LUMO level (alpha / beta): -0.3371 / -0.3368 hartree
E_tot: -71753.6306 eV
Net charge: +2
HOMO-LUMO gap (alpha / beta): 3.55 / 3.56 eV
ΔE to the lowest compared entry with this formula, charge and spin: 101.6 kcal/mol
HOMO energy (alpha / beta): -0.4676 / -0.4676 Ha

Positions of all 88 atoms, in Å:
1 Ta -2.031 1.433 -0.335
2 C -4.186 -3.296 -2.296
3 C -3.706 -2.230 -3.041
4 C -3.579 -0.978 -2.467
5 C -3.983 -0.774 -1.149
6 C -4.442 -1.854 -0.391
7 C -4.532 -3.110 -0.965
8 N -3.857 0.526 -0.599
9 C -5.009 1.094 -0.123
10 C -6.299 0.545 -0.142
11 C -7.354 1.255 0.392
12 C -7.187 2.543 0.920
13 C -5.952 3.147 0.876
14 C -4.861 2.422 0.374
15 N -3.601 2.922 0.214
16 N -3.445 4.177 0.376
17 C -2.232 4.702 0.083
18 C -2.087 6.096 0.116
19 C -0.860 6.638 -0.214
20 C 0.175 5.775 -0.566
21 C -0.058 4.404 -0.598
22 N -1.229 3.871 -0.275
23 H -4.291 -4.268 -2.755
24 H -3.438 -2.370 -4.076
25 H -3.205 -0.134 -3.040
26 H -4.707 -1.698 0.644
27 H -4.873 -3.940 -0.366
28 H -6.466 -0.427 -0.579
29 H -8.336 0.806 0.392
30 H -8.032 3.064 1.340
31 H -5.793 4.158 1.218
32 H -2.943 6.699 0.371
33 H -0.712 7.707 -0.207
34 H 1.148 6.156 -0.824
35 H 0.724 3.720 -0.904
36 C 5.802 6.140 0.341
37 C 5.886 4.652 0.262
38 C 6.205 3.889 1.384
39 C 6.177 2.504 1.329
40 C 5.876 1.894 0.130
41 C 5.600 2.620 -1.015
42 C 5.619 4.001 -0.945
43 S 5.612 0.114 0.108
44 O 5.882 -0.434 1.395
45 O 6.111 -0.480 -1.081
46 N 3.928 0.152 -0.049
47 C 3.151 0.554 1.091
48 C 1.655 0.333 0.841
49 C 1.146 1.172 -0.330
50 O 1.870 1.694 -1.144
51 O -0.158 1.297 -0.385
52 H 5.790 6.484 1.372
53 H 4.910 6.503 -0.166
54 H 6.662 6.584 -0.160
55 H 6.463 4.376 2.312
56 H 6.402 1.896 2.190
57 H 5.388 2.109 -1.940
58 H 5.407 4.583 -1.830
59 H 3.625 0.593 -0.908
60 H 3.317 1.611 1.341
61 H 3.502 -0.054 1.926
62 H 1.076 0.583 1.734
63 H 1.482 -0.721 0.600
64 C -0.151 -7.238 0.186
65 C 0.746 -6.132 0.762
66 C 2.172 -6.301 0.214
67 C 0.795 -6.274 2.284
68 C 0.199 -4.783 0.332
69 C 0.122 -4.496 -1.036
70 C -0.340 -3.292 -1.534
71 C -0.737 -2.359 -0.601
72 O -1.221 -1.071 -0.767
73 B -1.460 -0.604 0.499
74 O -1.144 -1.493 1.451
75 C -0.683 -2.625 0.767
76 C -0.223 -3.827 1.259
77 H 0.237 -8.208 0.482
78 H -0.182 -7.210 -0.899
79 H -1.165 -7.146 0.565
80 H 2.576 -7.250 0.557
81 H 2.819 -5.505 0.574
82 H 2.196 -6.301 -0.871
83 H 1.188 -7.254 2.541
84 H -0.196 -6.192 2.725
85 H 1.455 -5.528 2.723
86 H 0.429 -5.249 -1.744
87 H -0.387 -3.082 -2.590
88 H -0.192 -4.005 2.318



DFT (ωB97M-V/def2-TZVPD) results for a structure of composition C37H37Cl3MgO2P2 in a non-equilibrium geometry.

Calculated values
LUMO level: -0.0352 hartree
E_tot: -104652.1429 eV
HOMO-LUMO gap: 6.95 eV
ΔE to the lowest compared entry with this formula, charge and spin: 8.7 kcal/mol
HOMO energy: -0.2906 Ha

Positions of all 82 atoms, in Å:
1 Mg 1.954 -1.685 -0.666
2 C -2.618 0.171 0.551
3 C -2.748 -0.028 -0.779
4 C -3.066 0.976 -1.834
5 C -1.837 1.678 -2.521
6 C -0.869 2.343 -1.602
7 C -1.028 2.619 -0.309
8 C -2.313 2.712 0.483
9 C -2.715 1.466 1.297
10 C 3.131 -0.136 -1.221
11 H -2.408 -0.695 1.200
12 H -2.639 -1.053 -1.130
13 H -3.754 1.754 -1.474
14 H -3.567 0.414 -2.645
15 H -1.258 0.925 -3.080
16 H -2.236 2.362 -3.298
17 H 0.084 2.612 -2.093
18 H -0.135 2.896 0.272
19 H -3.142 3.001 -0.171
20 H -2.190 3.526 1.216
21 H -2.051 1.334 2.171
22 H -3.715 1.665 1.743
23 H 3.940 0.042 -0.504
24 H 2.372 0.668 -1.068
25 H 3.499 -0.131 -2.234
26 P 0.131 -2.269 -8.971
27 P 2.069 0.315 -9.292
28 C -0.507 -0.675 -9.588
29 C 0.338 0.368 -9.807
30 C -0.662 -3.396 -10.193
31 C -1.814 -3.086 -10.929
32 C -2.378 -4.036 -11.790
33 C -1.778 -5.292 -11.948
34 C -0.594 -5.578 -11.256
35 C -0.030 -4.639 -10.399
36 C -0.908 -2.386 -7.456
37 C -0.605 -1.499 -6.406
38 C -1.375 -1.529 -5.246
39 C -2.447 -2.420 -5.133
40 C -2.737 -3.298 -6.180
41 C -1.965 -3.296 -7.344
42 C 2.732 1.038 -10.903
43 C 2.629 0.249 -12.069
44 C 3.002 0.768 -13.310
45 C 3.483 2.079 -13.407
46 C 3.611 2.861 -12.253
47 C 3.249 2.336 -11.006
48 C 2.103 1.789 -8.193
49 C 3.262 1.913 -7.399
50 C 3.438 3.047 -6.617
51 C 2.475 4.057 -6.600
52 C 1.307 3.914 -7.361
53 C 1.106 2.771 -8.142
54 H -1.587 -0.603 -9.795
55 H 0.025 1.255 -10.378
56 H -2.287 -2.107 -10.849
57 H -3.294 -3.788 -12.336
58 H -2.237 -6.035 -12.606
59 H -0.117 -6.550 -11.393
60 H 0.901 -4.860 -9.881
61 H 0.214 -0.787 -6.524
62 H -1.134 -0.856 -4.429
63 H -3.055 -2.426 -4.227
64 H -3.570 -3.993 -6.100
65 H -2.192 -3.981 -8.167
66 H 2.229 -0.764 -12.005
67 H 2.914 0.152 -14.209
68 H 3.757 2.492 -14.378
69 H 3.988 3.884 -12.320
70 H 3.345 2.965 -10.118
71 H 4.018 1.129 -7.429
72 H 4.343 3.149 -6.023
73 H 2.622 4.954 -6.000
74 H 0.547 4.693 -7.356
75 H 0.188 2.663 -8.727
76 Cl 1.799 -1.788 4.347
77 C 1.114 -0.680 3.147
78 Cl -0.623 -0.506 3.520
79 Cl 1.861 0.923 3.430
80 C 1.368 -1.213 1.621
81 O 2.417 -1.883 1.360
82 O 0.550 -0.927 0.680



Repeat the fifth record exactly.
DFT (ωB97M-V/def2-TZVPD) results for a structure of composition C37H37Cl3MgO2P2 in a non-equilibrium geometry.

Calculated values
LUMO level: -0.0352 hartree
E_tot: -104652.1429 eV
HOMO-LUMO gap: 6.95 eV
ΔE to the lowest compared entry with this formula, charge and spin: 8.7 kcal/mol
HOMO energy: -0.2906 Ha

Positions of all 82 atoms, in Å:
1 Mg 1.954 -1.685 -0.666
2 C -2.618 0.171 0.551
3 C -2.748 -0.028 -0.779
4 C -3.066 0.976 -1.834
5 C -1.837 1.678 -2.521
6 C -0.869 2.343 -1.602
7 C -1.028 2.619 -0.309
8 C -2.313 2.712 0.483
9 C -2.715 1.466 1.297
10 C 3.131 -0.136 -1.221
11 H -2.408 -0.695 1.200
12 H -2.639 -1.053 -1.130
13 H -3.754 1.754 -1.474
14 H -3.567 0.414 -2.645
15 H -1.258 0.925 -3.080
16 H -2.236 2.362 -3.298
17 H 0.084 2.612 -2.093
18 H -0.135 2.896 0.272
19 H -3.142 3.001 -0.171
20 H -2.190 3.526 1.216
21 H -2.051 1.334 2.171
22 H -3.715 1.665 1.743
23 H 3.940 0.042 -0.504
24 H 2.372 0.668 -1.068
25 H 3.499 -0.131 -2.234
26 P 0.131 -2.269 -8.971
27 P 2.069 0.315 -9.292
28 C -0.507 -0.675 -9.588
29 C 0.338 0.368 -9.807
30 C -0.662 -3.396 -10.193
31 C -1.814 -3.086 -10.929
32 C -2.378 -4.036 -11.790
33 C -1.778 -5.292 -11.948
34 C -0.594 -5.578 -11.256
35 C -0.030 -4.639 -10.399
36 C -0.908 -2.386 -7.456
37 C -0.605 -1.499 -6.406
38 C -1.375 -1.529 -5.246
39 C -2.447 -2.420 -5.133
40 C -2.737 -3.298 -6.180
41 C -1.965 -3.296 -7.344
42 C 2.732 1.038 -10.903
43 C 2.629 0.249 -12.069
44 C 3.002 0.768 -13.310
45 C 3.483 2.079 -13.407
46 C 3.611 2.861 -12.253
47 C 3.249 2.336 -11.006
48 C 2.103 1.789 -8.193
49 C 3.262 1.913 -7.399
50 C 3.438 3.047 -6.617
51 C 2.475 4.057 -6.600
52 C 1.307 3.914 -7.361
53 C 1.106 2.771 -8.142
54 H -1.587 -0.603 -9.795
55 H 0.025 1.255 -10.378
56 H -2.287 -2.107 -10.849
57 H -3.294 -3.788 -12.336
58 H -2.237 -6.035 -12.606
59 H -0.117 -6.550 -11.393
60 H 0.901 -4.860 -9.881
61 H 0.214 -0.787 -6.524
62 H -1.134 -0.856 -4.429
63 H -3.055 -2.426 -4.227
64 H -3.570 -3.993 -6.100
65 H -2.192 -3.981 -8.167
66 H 2.229 -0.764 -12.005
67 H 2.914 0.152 -14.209
68 H 3.757 2.492 -14.378
69 H 3.988 3.884 -12.320
70 H 3.345 2.965 -10.118
71 H 4.018 1.129 -7.429
72 H 4.343 3.149 -6.023
73 H 2.622 4.954 -6.000
74 H 0.547 4.693 -7.356
75 H 0.188 2.663 -8.727
76 Cl 1.799 -1.788 4.347
77 C 1.114 -0.680 3.147
78 Cl -0.623 -0.506 3.520
79 Cl 1.861 0.923 3.430
80 C 1.368 -1.213 1.621
81 O 2.417 -1.883 1.360
82 O 0.550 -0.927 0.680



> What is the formula in the fourth record?

C37H37BN5O6STa



> Among the records above, which one has the highest E_tot?

C37H37BF8O2



> Among the records above, which one has the lowest E_tot?

C37H37Cl3MgO2P2